Entry 1:
61
Properties=species:S:1:pos:R:3:forces:R:3 method="wB97M-V/def2-TZVPD" homo_lumo_gap_ev=7.59 energy_ha=-2076.58105 e_above_lowest_kcal_mol=6.0
C -1.44378 -1.01258 2.44170 -0.1684 -0.2254 0.1167
H -0.97180 -1.93216 2.78013 0.1694 -0.0712 0.0404
C -2.82507 -0.86287 3.06509 0.0986 0.2310 -0.0712
C -3.61133 0.30708 2.47468 -0.1689 -0.3423 -0.0909
H -2.98649 1.20054 2.48563 -0.0229 0.1539 0.0440
H -4.47971 0.50226 3.10871 0.0110 0.1192 0.0105
C -4.13546 0.03952 1.05956 0.0646 0.2011 0.2174
N -3.10214 0.07467 0.03101 -0.0701 -0.2307 -0.1314
C -3.43911 -0.78858 -1.08753 0.1186 0.0863 -0.1377
H -4.37655 -0.48031 -1.58421 0.0120 -0.0785 0.0095
C -2.36157 -0.88070 -2.17316 -0.2924 0.1023 0.1589
N -1.13894 -1.51877 -1.74241 -0.3783 -0.2350 -0.0057
C 0.02696 -0.85733 -1.59894 0.2728 -0.6264 0.0098
O 0.12246 0.34668 -1.73957 0.0877 0.4457 -0.0416
C 1.22070 -1.73799 -1.22960 0.0757 0.3752 0.0658
C 2.49412 -1.09927 -1.79597 -0.0142 -0.1770 0.0678
H 2.46195 -0.03030 -1.58208 -0.0132 -0.0849 -0.1024
C 3.75692 -1.71507 -1.19453 0.0262 0.1733 -0.6733
N 3.72669 -1.71274 0.24462 0.4135 0.8799 0.5322
S 4.37847 -0.38377 0.99983 0.4633 -0.4500 0.0690
O 5.76437 -0.36070 0.62510 -0.1594 0.1738 -0.3032
O 4.05034 -0.47454 2.38971 -0.3913 0.1232 -0.1485
C 3.67728 1.12390 0.29169 0.9810 -0.6410 0.0765
C 4.46647 1.85171 -0.55648 0.0238 -0.5418 0.3368
C 4.02106 3.05051 -1.14538 -0.5112 0.4764 -0.0906
C 2.77288 3.54873 -0.88778 0.4572 0.1328 -0.3263
C 1.94018 2.83187 -0.01483 -0.2064 -0.8200 0.6114
N 0.69808 3.14130 0.35998 -0.5207 0.5488 -0.1521
S 0.16134 2.00319 1.34485 1.1685 0.1526 -0.5044
N 1.46231 1.06710 1.37937 -0.0550 -0.2690 0.5639
C 2.39463 1.60207 0.59099 -1.1226 0.6976 0.0734
H 2.41373 4.46279 -1.33217 0.0001 0.1063 -0.0700
H 4.68622 3.57849 -1.81128 0.0428 0.0559 -0.0500
H 5.45870 1.48062 -0.75965 0.1075 0.0081 -0.0427
C 2.58930 -2.38547 0.81445 -0.6272 -0.0068 0.4588
H 2.68002 -3.45102 0.57057 0.0762 0.0636 0.0484
C 1.26343 -1.82524 0.30390 0.1857 -0.2226 -0.0635
H 0.44511 -2.45155 0.66133 -0.0585 0.0063 0.0591
H 1.13664 -0.82837 0.72521 -0.0951 -0.2626 -0.0508
H 2.65926 -2.25751 1.89451 -0.1276 -0.2307 -0.0303
H 3.86440 -2.75366 -1.52975 0.1065 0.0656 0.0494
H 4.64594 -1.16014 -1.49684 -0.0088 -0.1449 -0.2123
H 2.50938 -1.21868 -2.88126 0.0203 0.0658 -0.0244
H 1.09453 -2.74135 -1.65135 -0.0377 0.0126 -0.0131
H -1.17886 -2.50349 -1.53377 0.1782 0.0531 -0.0524
H -2.08281 0.10907 -2.53412 -0.0658 -0.0756 -0.0713
H -2.77710 -1.45515 -3.00894 0.0182 0.1372 0.0495
H -3.59953 -1.79399 -0.68203 -0.0925 0.0369 -0.0570
C -2.71720 1.42921 -0.34054 -0.0012 0.1821 -0.2110
C -3.70051 2.20981 -1.22148 0.1123 -0.2284 0.2657
H -3.80272 1.75905 -2.20548 -0.0416 -0.0112 -0.1332
H -4.68523 2.26349 -0.76153 -0.1253 0.0498 -0.0348
H -3.32909 3.22277 -1.34871 0.0036 0.1268 -0.0622
H -1.74692 1.37931 -0.83943 -0.0306 0.0966 0.0703
H -2.57408 1.98397 0.58833 0.0363 0.0053 -0.0434
H -4.58879 -0.95528 1.05399 -0.0351 0.0200 -0.0252
H -4.94001 0.75932 0.83923 -0.0407 -0.0916 -0.0449
H -2.72096 -0.71245 4.14228 -0.0471 -0.0836 0.0274
H -3.39540 -1.78334 2.91805 -0.0602 -0.0447 0.0615
H -0.80326 -0.18140 2.72678 0.1306 0.0679 0.0567
H -1.52946 -1.02322 1.35953 0.1275 -0.0369 -0.0790

---

Entry 2:
79
Properties=species:S:1:pos:R:3:forces:R:3 method="wB97M-V/def2-TZVPD" homo_lumo_gap_ev="3.44 / 7.90" energy_ha=-4406.54832 e_above_lowest_kcal_mol=10.7 multiplicity=6 charge=-1 s2=8.766
Cr -21.14392 33.06768 0.79687 -0.4925 0.2722 -0.4577
O -22.57156 37.46222 0.91954 -0.1106 -1.1139 -4.4464
C -22.64435 37.07026 -0.26997 -0.5982 1.6137 3.3741
O -22.84320 37.83061 -1.39145 0.7017 -0.7361 1.9671
B -22.73845 36.96971 -2.55818 -0.4434 0.0341 -0.8455
O -22.62641 35.62488 -1.98684 -0.2463 -0.9553 -3.1521
C -22.59149 35.57510 -0.72926 1.0758 0.2390 2.0414
O -22.38945 34.56794 -0.08471 -0.7157 1.2780 0.0235
O -21.57458 37.23350 -3.45656 -1.0987 0.5857 -0.7195
C -22.04377 37.63213 -4.66884 3.8108 0.2183 -2.4166
O -21.29112 37.87717 -5.65948 -3.3014 -0.8046 3.9697
C -23.58377 37.58529 -4.62035 -1.1497 0.0562 -1.9748
O -23.94944 37.08734 -3.44541 0.7509 0.4563 -0.0038
O -24.29853 37.86351 -5.57609 1.1968 -0.4587 2.0977
N -22.50517 32.29899 2.05259 5.1146 1.3104 2.9459
S -23.88646 31.73697 1.85596 -6.3445 -1.9545 -0.2745
O -25.02449 32.36741 2.52473 1.0843 -0.1776 -0.7865
O -24.01143 30.34136 1.51290 0.0389 -0.0720 -0.2666
F -23.93923 32.39004 0.39545 -0.7404 0.5073 -1.2321
S -22.31803 31.57718 3.56761 -0.5787 -2.4191 0.2516
O -22.02075 30.14414 3.48990 -0.1585 0.9293 0.2832
O -23.01277 32.15844 4.70309 1.1010 0.2567 -0.4348
F -20.77021 32.02339 3.82807 0.2123 1.1782 -0.0009
O -21.55514 31.78272 -0.94398 -0.0145 -0.3462 -1.1910
C -21.48313 31.05219 -1.90602 -0.3563 -1.3017 0.2589
O -22.20044 31.14623 -3.02787 0.6317 -0.4469 0.3207
C -23.03561 32.27890 -3.25945 -1.4370 0.8794 0.4578
C -24.52533 31.92928 -3.07326 -0.0806 -1.0433 0.0151
C -20.58643 29.79691 -1.89727 0.2995 0.7031 -0.5945
H -22.81712 32.56501 -4.28829 -0.0620 0.1847 0.1303
H -22.79911 33.07246 -2.55063 0.3196 0.0382 -0.2014
H -24.75900 31.57071 -2.07080 0.4543 0.0949 0.2373
H -24.80107 31.10013 -3.72486 0.0961 -0.0781 -0.2248
H -25.28029 32.69496 -3.25181 0.6224 0.5257 -0.2333
H -19.62178 30.15949 -1.54219 -0.0581 -0.3028 0.5079
H -20.35403 29.35026 -2.86402 -0.5261 0.3186 -0.2745
H -20.99220 28.99162 -1.28492 -0.0330 0.3826 0.2550
O -19.66956 33.84501 -0.57677 1.5240 0.5208 -1.9550
C -18.83154 34.42760 -1.27924 -1.4788 0.5831 3.4577
O -17.85045 33.84385 -1.90309 1.1967 -0.1281 -0.9644
C -17.70525 32.41951 -1.80247 -0.0089 -0.3581 -0.2246
C -16.26887 31.94849 -2.19945 -0.6644 0.4857 0.3815
C -18.66623 35.93056 -1.22150 0.4094 0.2412 -1.4456
H -18.49849 32.01097 -2.42855 0.2542 -0.2968 -0.2275
H -17.99571 32.18261 -0.77894 0.3217 -0.3479 0.0541
H -15.80085 32.50790 -3.00946 -0.4754 0.2394 -0.1076
H -16.27663 30.90813 -2.52457 -0.1975 -0.0287 0.1934
H -15.58145 32.04383 -1.35894 -0.1169 -0.0759 0.1286
H -18.58297 36.37416 -0.22934 -0.2625 -0.5637 0.0720
H -19.44907 36.44863 -1.77546 -0.3151 -0.1336 0.1397
H -17.75622 36.16155 -1.77525 0.0780 0.1415 0.1233
O -19.55432 31.82146 1.38056 2.8768 -1.3120 0.4069
C -18.79971 30.84665 1.47001 -2.5951 0.9283 -0.2721
O -17.57972 30.81312 1.93631 0.9105 0.1383 0.3739
C -16.98048 32.02592 2.31828 1.0911 1.4170 -0.4095
C -15.67255 31.81095 3.03580 0.3629 -0.2256 0.9115
C -19.27307 29.49470 1.18998 -0.5045 -0.8009 -0.5347
H -17.65494 32.65856 2.89532 -0.1734 -0.3034 0.0608
H -16.71720 32.58009 1.41735 -0.3760 0.1702 -0.3188
H -15.17280 32.75774 3.24059 -0.3924 0.3224 0.0304
H -14.88853 31.26115 2.51510 -0.4640 -0.3788 -0.3617
H -15.84033 31.34162 4.00517 0.0777 -0.1434 0.0088
H -18.57454 28.89332 0.60817 0.1989 0.0934 0.1111
H -20.21296 29.56655 0.64268 -0.0169 -0.2180 0.6172
H -19.36656 29.05548 2.18318 -0.4474 -0.3304 -0.1081
O -20.36943 34.46544 2.19853 -0.8152 0.7970 1.1122
C -19.96394 35.28083 2.99314 1.4855 0.0199 0.1524
O -20.58599 35.98145 3.94674 0.6311 0.0625 -0.6941
C -21.92688 35.70820 4.35729 -1.4710 -0.1144 0.5104
C -22.82094 36.98862 4.60255 1.3938 -0.3822 -0.9305
C -18.47938 35.65388 2.93047 -0.5351 1.2310 0.4502
H -21.81971 35.16346 5.29531 -0.0721 0.0596 0.0983
H -22.35557 34.98183 3.66684 -0.3084 0.3255 -0.1890
H -22.84149 37.64950 3.73599 -0.1626 -0.4274 -0.4511
H -22.39672 37.65972 5.34938 -0.0150 -0.4580 0.5299
H -23.84365 36.69770 4.84238 0.2063 -0.1008 0.1157
H -18.31120 36.47717 3.62474 0.1244 0.0168 -0.0374
H -18.32596 36.04370 1.92419 0.2594 -0.2111 -0.0133
H -17.74603 34.88429 3.17138 -0.4981 -0.3062 -0.2009

---

Entry 3:
68
Properties=species:S:1:pos:R:3:forces:R:3 method="wB97M-V/def2-TZVPD" homo_lumo_gap_ev="6.81 / 6.69" energy_ha=-6463.45964 e_above_lowest_kcal_mol=44.1 multiplicity=2 charge=-1 s2=0.762
Ru 0.55574 -0.04366 -0.09907 1.3383 -0.8645 -1.7442
C 0.16583 3.11450 -1.66914 0.0086 0.0945 -0.0764
C -1.05291 2.35187 -1.28746 0.0791 -0.2150 0.0078
C -2.34975 2.82652 -1.15097 -0.0129 -0.0232 -0.0789
C -3.10111 1.74135 -0.72603 -0.1064 0.0132 -0.0355
C -4.54733 1.68584 -0.37347 -0.0557 -0.0295 -0.0473
N -2.28526 0.69140 -0.64681 0.1665 -0.1152 -0.1848
N -1.01762 1.03951 -1.00104 -0.3511 0.9651 0.7034
B -2.53567 -0.74289 -0.17972 -0.2752 0.1248 -0.0117
N -1.95698 -1.69880 -1.22926 0.2360 -0.0804 0.1677
N -0.62725 -1.69684 -1.53317 -0.0854 0.1035 -0.1381
C -0.47448 -2.59730 -2.50630 0.1055 0.0616 0.1142
C 0.80864 -2.91266 -3.20117 0.0369 0.0574 -0.0841
C -1.70565 -3.19835 -2.80776 -0.0062 0.0252 -0.0346
C -2.61957 -2.59594 -1.97578 -0.0952 0.0142 0.0109
C -4.08963 -2.82818 -1.86593 -0.0309 -0.0412 -0.0368
N -1.83473 -0.98366 1.16451 0.1608 -0.3177 -0.0838
N -0.47352 -1.04739 1.22000 -0.5685 0.2052 1.1565
C -0.13843 -1.29753 2.49970 0.0774 -0.0755 -0.1305
C 1.26853 -1.44418 2.96724 0.0451 -0.0049 -0.0081
C -1.29820 -1.42497 3.25068 0.0564 -0.0595 0.0055
C -2.34676 -1.20527 2.37376 -0.1320 -0.0063 -0.0652
C -3.80808 -1.17982 2.65371 -0.0401 -0.0230 0.0273
H -0.10078 4.14761 -1.89279 -0.0166 -0.0220 -0.0151
H 0.89155 3.10635 -0.85727 0.0167 -0.0172 0.0085
H 0.63297 2.67347 -2.55202 0.0043 0.0002 -0.0151
H -2.69659 3.83327 -1.30509 -0.0023 0.0303 0.0029
H -5.01726 2.63158 -0.63963 -0.0133 -0.0033 0.0012
H -5.06295 0.87778 -0.89376 0.0122 -0.0026 -0.0342
H -4.65223 1.54070 0.70099 0.0139 0.0236 -0.0097
H -3.71287 -0.93359 -0.06594 0.0686 0.0124 0.0572
H 1.62770 -2.29850 -2.84941 -0.0004 0.0353 0.0013
H 1.07770 -3.96073 -3.05585 0.0065 0.0066 0.0279
H 0.69678 -2.74697 -4.27541 -0.0391 -0.0299 0.0026
H -1.89676 -3.96041 -3.54442 0.0029 -0.0202 -0.0229
H -4.38186 -3.59910 -2.57836 -0.0140 0.0017 0.0050
H -4.37383 -3.15674 -0.86611 0.0155 -0.0086 0.0200
H -4.65833 -1.92382 -2.08293 0.0074 0.0180 -0.0136
H 1.95200 -1.49439 2.12126 -0.0231 -0.0272 0.0078
H 1.55063 -0.58992 3.58228 -0.0152 0.0120 0.0191
H 1.36975 -2.35612 3.55914 -0.0133 0.0058 0.0146
H -1.37140 -1.63364 4.30352 0.0091 -0.0069 0.0367
H -3.97938 -1.45010 3.69498 -0.0033 0.0011 -0.0033
H -4.18628 -0.17220 2.48888 0.0098 0.0474 0.0062
H -4.35889 -1.87282 2.01679 0.0245 -0.0138 -0.0084
O 3.00265 1.59073 -1.73828 0.0372 -0.0240 -0.1032
C 4.22196 1.78762 -1.05054 0.0691 0.0929 -0.0228
C 4.43981 0.83903 0.12406 0.0263 0.0156 0.0971
C 5.93098 1.07170 0.47037 0.0128 -0.1090 0.0973
O 6.39635 0.34764 1.59823 -0.0509 0.0121 0.0285
C 3.62205 1.16926 1.37285 0.1410 -0.0998 0.2043
Se 1.71831 1.56161 1.31725 -0.4898 0.2674 -0.3059
C 4.26050 -0.63284 -0.19978 0.1385 -0.0546 -0.1378
Se 2.50493 -1.33493 -0.68644 -0.3162 -0.1486 0.4010
H 2.95748 2.25010 -2.43838 -0.0749 -0.0314 0.0605
H 4.28857 2.81253 -0.66044 -0.0539 0.0144 -0.0247
H 5.05613 1.64064 -1.75250 0.0344 0.0435 0.0170
H 6.09268 2.14740 0.62422 -0.0116 0.0136 -0.0272
H 6.55911 0.75109 -0.36318 -0.0037 -0.0114 -0.0063
H 5.78866 0.52600 2.32514 0.0395 -0.0081 -0.0020
H 4.01805 2.07874 1.84149 0.0223 -0.0314 -0.0178
H 3.74625 0.34605 2.08535 0.0786 0.0354 0.0099
H 4.56299 -1.20491 0.67718 0.1172 0.0128 -0.0652
H 4.91827 -0.92701 -1.02344 -0.0524 0.0465 -0.0174
O -3.10362 1.94545 2.30375 -0.0822 -0.1992 0.4348
N -1.98207 2.49191 2.17411 -0.4014 0.2800 -0.8823
O -1.85278 3.69965 2.39721 0.1267 0.1790 0.3491
O -1.03276 1.82727 1.71639 0.0918 -0.1473 0.3910